[1]
Formula: C6H12
Source: the OMol25 dataset
Level of theory: wB97M-V/def2-TZVPD

```
! RIJCOSX wB97M-V def2-TZVPD def2/J DEFGRID3
* xyz 0 1
C -0.49188 1.78578 -1.48422
C -1.46874 0.94837 -0.60087
C -1.03153 0.42640 0.70234
C 0.31931 -0.11205 0.72517
C 0.67360 -1.41382 0.98974
C 1.93895 -2.03660 0.56573
H -0.85489 1.85477 -2.46736
H -0.29721 2.64109 -1.07973
H 0.41879 1.23900 -1.73559
H -2.43626 1.47704 -0.50699
H -1.69083 0.02669 -1.17820
H -1.16116 1.30607 1.40841
H -1.75026 -0.35659 1.07151
H 1.20501 0.63362 0.59720
H 0.00284 -1.80161 1.76221
H 1.65106 -2.85511 -0.01125
H 2.45513 -1.32915 -0.06255
H 2.51804 -2.43391 1.30445
*
```

The total energy is -6414.4376 eV. The SMILES is C/C=C/CCC. The value obtained for the energy relative to the best compared isomer or geometry (same formula, charge and spin) is 241.51 kJ/mol. The value obtained for the LUMO energy is 1.21 eV. Its HOMO energy is -8.486 eV.

[2]
Formula: C6H12
Source: the OMol25 dataset
Level of theory: wB97M-V/def2-TZVPD

```
! RIJCOSX wB97M-V def2-TZVPD def2/J DEFGRID3
* xyz 0 1
C -1.26163 -1.09814 0.36667
C -0.45275 0.08991 -0.18343
C -1.33406 1.18966 -0.71537
C 0.67145 0.51204 0.69736
C 1.53153 -0.39815 0.14296
C 0.70976 -0.50020 -1.08916
H -1.83538 -1.55780 -0.44657
H -0.60999 -1.86922 0.79664
H -1.96691 -0.78766 1.14576
H -1.92139 0.83628 -1.56452
H -0.72158 2.04209 -1.02760
H -2.02122 1.53247 0.06848
H 0.81541 1.50910 1.10132
H 2.02619 0.43982 2.02488
H 2.17843 -1.15608 0.56463
H 2.61250 0.39649 1.51677
H 0.59651 -1.46164 -1.58567
H 0.98312 0.28102 -1.81316
*
```

The total energy is -6412.2339 eV. The value obtained for the energy relative to the best compared isomer or geometry (same formula, charge and spin) is 454.14 kJ/mol. The value obtained for the LUMO energy is 0.96 eV. Its HOMO energy is -8.585 eV.